Entry 1:
ORCA calculation (the ωB97M-V functional and the def2-TZVPD basis) on a 9-piece molecular cluster, C52H90FN2O27P2 overall at a distorted geometry.

```
! wB97M-V def2-TZVPD RIJCOSX def2/J DEFGRID3
* xyz -1 1
C 3.43 -0.33 2.89
C 2.27 0.60 2.18
C 2.66 1.05 0.65
F 2.36 2.53 0.58
N 1.85 0.42 -0.45
C 0.37 0.70 -0.37
C -0.10 1.69 -1.63
C -1.68 1.41 -2.05
C -2.76 1.93 -0.89
C -4.05 0.93 -0.72
C -5.51 1.71 -0.89
C -6.69 0.84 -0.08
C -7.89 0.32 -1.11
C -9.27 0.24 -0.23
C -10.14 -1.14 -0.43
O -10.00 -1.71 -1.80
C -10.71 -3.02 -1.68
C 2.20 -1.00 -0.78
P 1.28 -1.42 -2.45
N 1.85 -0.42 -3.60
C 1.72 -2.15 0.28
O 2.70 -2.80 0.96
O 0.35 -2.60 0.54
P 4.06 -1.33 -1.16
C 4.30 -2.79 -2.37
C 4.03 -4.27 -1.65
C 4.75 0.25 -2.04
C 6.40 0.26 -2.03
H 3.98 0.19 3.78
H 4.19 -0.61 2.01
H 2.90 -1.35 3.18
H 2.21 1.59 2.84
H 1.18 0.13 2.25
H 3.82 0.97 0.55
H 0.09 1.32 0.61
H -0.32 -0.24 -0.35
H 0.64 1.68 -2.52
H -0.07 2.80 -1.20
H -1.96 1.86 -3.11
H -1.80 0.24 -2.12
H -3.18 2.97 -1.26
H -2.23 2.04 0.16
H -3.97 0.00 -1.43
H -4.04 0.54 0.40
H -5.82 1.78 -2.02
H -5.49 2.81 -0.46
H -7.12 1.47 0.82
H -6.15 -0.15 0.30
H -7.59 -0.70 -1.61
H -8.01 1.12 -1.97
H -9.94 1.21 -0.41
H -8.95 0.30 0.92
H -9.84 -1.93 0.39
H -11.29 -0.88 -0.29
H -11.38 -3.04 -0.70
H -9.96 -3.94 -1.59
H -11.43 -3.21 -2.59
H -0.17 -1.32 -2.30
H 1.54 -2.82 -2.76
H 1.02 0.11 -3.98
H 3.73 -2.67 -3.39
H 5.46 -2.80 -2.65
H 2.89 -4.53 -1.56
H 4.58 -5.07 -2.35
H 4.55 -4.37 -0.59
H 4.43 0.15 -3.17
H 4.26 1.25 -1.63
H 6.77 0.94 -1.12
H 6.80 0.82 -3.00
H 6.88 -0.82 -1.95
C -7.61 1.77 -6.89
C -8.54 1.19 -5.84
C -9.98 1.15 -6.25
O -10.65 1.17 -5.00
C -9.82 1.83 -4.13
O -10.14 2.19 -3.01
O -8.59 2.03 -4.69
H -8.05 2.65 -7.37
H -6.67 2.09 -6.43
H -7.39 1.03 -7.66
H -8.18 0.21 -5.51
H -10.23 0.24 -6.81
H -10.30 2.03 -6.82
C 4.75 4.62 0.39
C 6.02 4.41 1.19
C 7.09 5.42 0.92
O 8.26 4.71 1.28
C 7.99 3.39 1.07
O 8.82 2.50 1.10
O 6.66 3.20 0.83
H 4.97 4.88 -0.65
H 4.15 3.70 0.36
H 4.14 5.42 0.82
H 5.77 4.35 2.26
H 6.98 6.32 1.53
H 7.16 5.70 -0.13
C 4.38 -3.98 3.61
C 4.98 -4.64 4.83
C 4.25 -5.86 5.30
O 4.59 -5.91 6.67
C 4.84 -4.62 7.05
O 4.99 -4.26 8.21
O 4.89 -3.79 5.97
H 3.29 -3.94 3.67
H 4.73 -2.95 3.51
H 4.65 -4.53 2.70
H 6.05 -4.85 4.66
H 4.56 -6.77 4.78
H 3.16 -5.77 5.22
C -5.02 5.35 -3.16
C -4.11 4.48 -3.99
C -3.21 5.24 -4.92
O -2.95 4.28 -5.93
C -4.03 3.45 -5.97
O -4.24 2.62 -6.83
O -4.86 3.68 -4.90
H -5.45 6.17 -3.75
H -5.87 4.77 -2.77
H -4.48 5.79 -2.32
H -3.55 3.80 -3.34
H -2.28 5.56 -4.43
H -3.69 6.11 -5.38
C -7.88 6.60 1.93
C -6.98 6.39 0.73
C -5.67 5.74 1.06
O -4.85 6.18 0.00
C -5.35 7.39 -0.40
O -4.79 8.15 -1.17
O -6.56 7.63 0.19
H -7.32 6.96 2.80
H -8.64 7.36 1.72
H -8.38 5.67 2.21
H -7.52 5.85 -0.05
H -5.74 4.65 1.07
H -5.24 6.08 2.00
C 6.98 -8.23 8.63
C 7.89 -9.10 7.80
C 8.79 -8.34 6.87
O 9.05 -9.29 5.86
C 7.97 -10.12 5.83
O 7.76 -10.96 4.96
O 7.14 -9.89 6.89
H 6.55 -7.41 8.04
H 6.13 -8.81 9.02
H 7.52 -7.79 9.47
H 8.45 -9.78 8.45
H 9.72 -8.02 7.36
H 8.31 -7.47 6.41
C -7.25 9.96 -5.21
C -5.98 9.75 -4.40
C -4.91 10.76 -4.67
O -3.74 10.06 -4.32
C -4.01 8.73 -4.52
O -3.18 7.84 -4.49
O -5.34 8.54 -4.77
H -7.03 10.22 -6.25
H -7.85 9.04 -5.24
H -7.86 10.76 -4.78
H -6.23 9.69 -3.33
H -5.02 11.67 -4.07
H -4.84 11.05 -5.73
C 11.05 -11.65 4.72
C 12.32 -11.86 5.52
C 13.39 -10.85 5.25
O 14.56 -11.56 5.61
C 14.29 -12.88 5.40
O 15.12 -13.77 5.43
O 12.96 -13.07 5.15
H 11.27 -11.39 3.68
H 10.45 -12.57 4.69
H 10.44 -10.85 5.15
H 12.07 -11.92 6.59
H 13.28 -9.95 5.86
H 13.46 -10.57 4.19
*
```

LUMO level ... 0.05373 Ha
Frontier orbital gap ... 6.3 eV
HOMO ... -4.828 eV
Max |F| ... 7.63 eV/Å


Entry 2:
ORCA calculation (the ωB97M-V functional and the def2-TZVPD basis) on a 13-piece molecular cluster, C52H91N13 overall at a distorted geometry.

```
! wB97M-V def2-TZVPD RIJCOSX def2/J DEFGRID3
* xyz 0 1
C 9.56 -2.57 0.04
C 8.16 -2.73 -0.44
C 7.37 -3.94 -0.01
C 6.02 -4.10 -0.51
N 4.95 -4.24 -0.90
H 9.61 -2.52 1.13
H 10.08 -1.68 -0.30
H 10.23 -3.38 -0.23
H 8.20 -2.53 -1.51
H 7.62 -1.83 -0.16
H 7.34 -3.97 1.08
H 7.98 -4.74 -0.44
C 4.31 -1.96 6.24
C 3.52 -2.42 4.95
C 2.93 -1.20 4.10
C 1.98 -0.38 4.89
N 1.19 0.30 5.49
H 3.73 -1.39 6.97
H 5.10 -1.29 5.91
H 4.77 -2.75 6.82
H 2.63 -2.95 5.28
H 4.14 -3.09 4.35
H 2.32 -1.63 3.31
H 3.71 -0.57 3.67
C -4.81 -1.88 2.03
C -3.95 -3.10 1.74
C -4.46 -4.37 2.51
C -5.92 -4.54 2.41
N -7.08 -4.68 2.36
H -4.35 -1.07 1.46
H -4.78 -1.70 3.11
H -5.86 -1.91 1.75
H -2.91 -2.94 2.05
H -3.90 -3.24 0.66
H -4.31 -4.24 3.59
H -3.90 -5.28 2.29
C 1.12 -1.08 -0.99
C 0.31 -1.27 0.33
C -1.17 -1.07 0.23
C -1.59 0.20 -0.43
N -1.96 1.17 -0.90
H 2.04 -1.63 -0.80
H 1.37 -0.02 -1.03
H 0.56 -1.58 -1.78
H 0.70 -0.57 1.07
H 0.47 -2.23 0.81
H -1.52 -1.00 1.26
H -1.72 -1.93 -0.14
C -3.24 1.02 4.07
C -1.89 0.45 4.75
C -1.85 -1.06 4.91
C -3.17 -1.52 5.34
N -4.23 -1.89 5.69
H -4.04 1.04 4.81
H -3.49 0.40 3.20
H -3.09 2.08 3.90
H -1.63 0.75 5.76
H -1.05 0.78 4.14
H -1.02 -1.41 5.52
H -1.66 -1.41 3.90
C -0.50 -0.49 -4.73
C -1.72 -1.29 -4.30
C -3.07 -0.58 -4.31
C -3.66 -0.42 -5.65
N -4.11 -0.29 -6.67
H -0.65 -0.10 -5.74
H 0.24 -1.28 -4.74
H -0.18 0.34 -4.10
H -1.69 -1.52 -3.23
H -1.80 -2.24 -4.83
H -3.08 0.35 -3.75
H -3.83 -1.11 -3.73
C -6.32 1.41 1.97
C -6.08 2.49 0.91
C -4.96 2.10 -0.10
C -5.17 0.74 -0.73
N -5.30 -0.31 -1.16
H -5.47 1.15 2.60
H -6.65 0.48 1.51
H -6.98 1.79 2.75
H -5.49 3.24 1.44
H -6.92 2.97 0.43
H -4.03 2.06 0.47
H -4.96 2.81 -0.92
C 4.81 -1.33 -4.74
C 3.45 -1.98 -4.55
C 3.49 -3.09 -3.51
C 2.14 -3.74 -3.24
N 1.07 -4.17 -2.92
H 4.78 -0.34 -5.18
H 5.57 -1.88 -5.29
H 5.30 -1.14 -3.78
H 3.19 -2.40 -5.53
H 2.74 -1.16 -4.44
H 3.83 -2.64 -2.57
H 4.25 -3.82 -3.76
C 2.62 -5.55 1.13
C 1.68 -6.73 1.30
C 0.22 -6.35 1.05
C -0.28 -5.15 1.78
N -0.67 -4.16 2.34
H 2.52 -4.86 1.96
H 2.42 -5.00 0.21
H 3.60 -6.02 1.08
H 1.67 -7.13 2.32
H 2.11 -7.52 0.69
H -0.32 -7.24 1.38
H 0.06 -6.18 -0.02
C 1.96 4.06 -3.27
C 0.80 4.02 -2.27
C 1.19 3.37 -0.93
C 0.32 3.71 0.21
N -0.26 4.05 1.14
H 1.60 4.71 -4.07
H 2.20 3.10 -3.73
H 2.87 4.35 -2.74
H -0.18 3.64 -2.58
H 0.58 5.07 -2.11
H 2.19 3.74 -0.72
H 1.20 2.28 -1.00
C -3.21 3.24 -3.41
C -3.61 4.77 -3.34
C -5.19 4.98 -3.44
C -5.89 4.37 -4.62
N -6.48 3.95 -5.53
H -2.14 3.20 -3.61
H -3.78 2.66 -4.13
H -3.40 2.89 -2.39
H -3.16 5.30 -4.18
H -3.21 5.34 -2.50
H -5.46 6.03 -3.32
H -5.59 4.52 -2.54
C 4.49 -0.47 0.21
C 5.71 0.47 -0.06
C 5.49 1.76 0.79
C 5.04 1.73 2.22
N 4.66 1.73 3.28
H 4.50 -1.48 -0.20
H 3.59 0.04 -0.12
H 4.44 -0.49 1.30
H 5.78 0.65 -1.13
H 6.55 -0.11 0.34
H 4.71 2.30 0.25
H 6.41 2.34 0.80
C -3.39 6.07 0.21
C -2.98 7.57 0.56
C -3.87 8.59 -0.13
C -3.91 8.46 -1.59
N -4.07 8.32 -2.77
H -2.67 5.71 -0.53
H -4.42 6.08 -0.14
H -3.39 5.40 1.07
H -1.98 7.82 0.21
H -2.93 7.71 1.64
H -3.52 9.58 0.15
H -4.88 8.53 0.29
*
```

LUMO level ... -0.01281 Ha
Frontier orbital gap ... 10.4 eV
HOMO ... -10.778 eV
Max |F| ... 6.06 eV/Å


Entry 3:
ORCA calculation (the ωB97M-V functional and the def2-TZVPD basis) on a 13-piece molecular cluster, C52H91N13 overall at a distorted geometry.

```
! wB97M-V def2-TZVPD RIJCOSX def2/J DEFGRID3
* xyz 0 1
C -14.54 -1.53 4.10
C -13.25 -1.34 3.25
C -12.82 -2.63 2.51
C -11.50 -2.49 1.92
N -10.39 -2.39 1.56
H -14.49 -2.42 4.73
H -15.35 -1.72 3.40
H -14.84 -0.67 4.70
H -12.43 -1.16 3.95
H -13.41 -0.51 2.58
H -13.53 -2.88 1.72
H -12.79 -3.50 3.15
C -1.37 -1.57 -0.23
C -0.24 -0.62 -0.67
C 1.05 -0.68 0.17
C 0.95 -0.68 1.67
N 0.94 -0.70 2.80
H -1.85 -1.33 0.72
H -0.91 -2.56 -0.19
H -2.11 -1.54 -1.03
H -0.58 0.42 -0.64
H 0.01 -0.78 -1.72
H 1.69 0.17 -0.07
H 1.58 -1.60 -0.10
C 0.84 9.35 -3.89
C -0.25 9.16 -2.83
C -0.89 7.80 -2.79
C -1.42 7.30 -4.12
N -1.83 6.97 -5.16
H 1.38 10.29 -3.74
H 0.50 9.41 -4.93
H 1.58 8.55 -3.81
H -1.09 9.82 -3.06
H -0.02 9.43 -1.80
H -1.77 7.79 -2.16
H -0.21 7.05 -2.39
C 7.72 -5.60 2.73
C 8.53 -6.39 1.75
C 8.27 -7.89 1.73
C 8.89 -8.72 2.74
N 9.37 -9.39 3.55
H 6.64 -5.65 2.57
H 7.91 -4.53 2.71
H 7.91 -5.96 3.74
H 9.57 -6.14 1.96
H 8.42 -6.03 0.73
H 8.65 -8.30 0.79
H 7.23 -8.21 1.76
C 4.32 8.19 6.27
C 3.86 7.50 4.98
C 3.08 6.16 5.10
C 2.09 6.16 6.17
N 1.28 6.17 6.97
H 5.31 7.82 6.52
H 3.70 7.96 7.13
H 4.39 9.27 6.10
H 4.74 7.34 4.37
H 3.24 8.17 4.37
H 3.78 5.39 5.40
H 2.55 5.95 4.17
C 5.61 3.57 -9.19
C 4.36 4.39 -9.40
C 3.16 3.76 -8.64
C 3.33 3.60 -7.20
N 3.51 3.47 -6.07
H 5.93 3.52 -8.15
H 6.45 3.88 -9.81
H 5.41 2.53 -9.47
H 4.07 4.43 -10.45
H 4.49 5.42 -9.07
H 3.02 2.75 -9.03
H 2.26 4.30 -8.92
C 9.14 5.89 -1.67
C 9.88 4.56 -1.98
C 10.21 3.70 -0.75
C 9.03 3.23 0.01
N 8.11 2.89 0.61
H 9.71 6.78 -1.40
H 8.42 5.79 -0.86
H 8.58 6.23 -2.54
H 10.82 4.67 -2.52
H 9.27 3.98 -2.68
H 10.82 4.33 -0.11
H 10.81 2.84 -1.05
C 6.20 3.68 10.17
C 6.61 2.22 10.12
C 6.93 1.73 8.69
C 8.06 2.30 8.04
N 8.99 2.76 7.48
H 7.01 4.28 9.76
H 6.04 3.97 11.21
H 5.28 3.79 9.61
H 5.82 1.64 10.60
H 7.45 1.98 10.77
H 6.12 2.00 8.00
H 7.06 0.65 8.72
C -3.56 -6.89 4.04
C -4.60 -7.39 3.07
C -5.95 -7.56 3.78
C -7.06 -7.73 2.81
N -7.93 -7.85 2.06
H -3.40 -5.81 4.11
H -2.58 -7.29 3.77
H -3.74 -7.32 5.03
H -4.34 -8.32 2.57
H -4.62 -6.73 2.20
H -6.25 -6.69 4.38
H -6.10 -8.37 4.50
C -5.48 -0.71 7.03
C -4.54 0.21 6.22
C -5.31 1.21 5.30
C -4.44 2.01 4.42
N -3.75 2.60 3.69
H -4.91 -1.45 7.58
H -6.21 -1.22 6.40
H -6.01 -0.05 7.72
H -3.95 -0.51 5.66
H -3.88 0.82 6.84
H -6.01 1.80 5.88
H -5.98 0.62 4.67
C 5.87 -2.99 -5.10
C 4.90 -3.83 -5.96
C 3.55 -4.02 -5.40
C 3.50 -4.79 -4.17
N 3.50 -5.35 -3.16
H 6.01 -3.53 -4.16
H 5.63 -1.95 -4.88
H 6.85 -2.96 -5.57
H 5.34 -4.81 -6.17
H 4.80 -3.36 -6.94
H 3.01 -4.60 -6.15
H 3.05 -3.06 -5.36
C -5.85 -6.80 -5.72
C -6.71 -7.03 -4.47
C -8.07 -7.56 -4.88
C -8.11 -8.92 -5.47
N -8.15 -9.97 -5.96
H -5.37 -7.72 -6.07
H -5.02 -6.15 -5.43
H -6.30 -6.27 -6.55
H -6.79 -6.09 -3.94
H -6.19 -7.66 -3.75
H -8.58 -6.85 -5.53
H -8.74 -7.71 -4.03
C -6.81 1.99 -4.91
C -7.12 0.84 -5.86
C -6.35 0.84 -7.20
C -4.93 0.43 -7.29
N -3.82 0.11 -7.42
H -7.49 1.88 -4.06
H -6.96 2.99 -5.33
H -5.82 1.92 -4.47
H -8.17 0.70 -6.11
H -6.87 -0.15 -5.46
H -6.45 1.85 -7.62
H -6.86 0.20 -7.92
*
```

LUMO level ... 0.01603 Ha
Frontier orbital gap ... 11.7 eV
HOMO ... -11.246 eV
Max |F| ... 4.46 eV/Å


Among the records above, which one has the lowest max |F|?
number 3